No. 1
Formula: C27H37ClN6OPdSTe
Source: the Open Molecules 2025 dataset
Level of theory: ωB97M-V/def2-TZVPD

Structure (ORCA input):
```
! RIJCOSX wB97M-V def2-TZVPD def2/J DEFGRID3
* xyz 1 6
Pd 0.18 -0.19 0.32
Cl -0.10 -1.15 -2.43
C -0.94 -1.73 -1.02
H -0.66 -2.77 -0.83
H -2.01 -1.56 -1.13
C -0.78 2.94 1.40
C -1.08 2.63 -0.05
O -1.74 3.42 -0.77
N -0.64 1.52 -0.56
Te -1.32 1.82 -2.70
C -2.09 1.87 -4.82
C -3.42 2.20 -5.05
C -4.38 2.56 -3.96
C -3.86 2.24 -6.37
C -3.02 1.93 -7.43
C -3.50 1.95 -8.84
C -1.71 1.56 -7.15
C -1.23 1.51 -5.85
C 0.18 1.07 -5.58
C 0.22 3.24 -3.04
C -0.14 4.52 -3.47
C -1.56 4.92 -3.69
C 0.87 5.46 -3.67
C 2.20 5.16 -3.45
C 3.29 6.16 -3.67
C 2.53 3.88 -3.01
C 1.55 2.92 -2.80
C 1.97 1.57 -2.31
H -0.79 4.02 1.53
H 0.19 2.52 1.69
H -1.57 2.51 2.02
H -3.94 2.37 -2.97
H -5.30 1.99 -4.06
H -4.63 3.62 -4.03
H -4.89 2.52 -6.56
H -4.51 2.36 -8.91
H -3.51 0.94 -9.25
H -2.83 2.54 -9.46
H -1.05 1.29 -7.96
H 0.61 0.62 -6.47
H 0.19 0.34 -4.78
H 0.79 1.92 -5.29
H -2.20 4.44 -2.94
H -1.89 4.62 -4.68
H -1.67 6.00 -3.60
H 0.59 6.45 -3.99
H 2.89 7.12 -3.99
H 3.99 5.80 -4.42
H 3.84 6.31 -2.74
H 3.56 3.64 -2.83
H 3.06 1.50 -2.29
H 1.58 0.78 -2.95
H 1.60 1.41 -1.29
S -0.76 -0.96 2.37
C 0.51 0.05 2.74
N 1.37 0.75 3.09
C 6.00 1.29 -1.63
C 6.12 -0.21 -1.85
C 5.28 -0.68 -3.03
C 5.77 -0.99 -0.57
N 4.38 -0.87 -0.22
C 3.35 -1.70 -0.47
N 2.26 -1.13 -0.02
N 2.64 0.05 0.49
N 3.89 0.21 0.37
H 6.21 1.82 -2.56
H 6.70 1.63 -0.87
H 5.00 1.56 -1.31
H 7.17 -0.45 -2.06
H 4.23 -0.41 -2.91
H 5.35 -1.76 -3.16
H 5.64 -0.22 -3.95
H 6.35 -0.60 0.27
H 6.00 -2.05 -0.69
H 3.41 -2.65 -0.96
*
```

Output
<S²>: 8.79
Electronic energy, a.u.: -2708.6120
HOMO energy (alpha / beta), eV: -10.8 / -11.5
Kohn-Sham gap (alpha / beta), eV: 8.80 / 5.64
Lowest unoccupied orbital energy (alpha / beta), eV: -2.0 / -5.8

---

No. 2
Formula: C27H37F2Si
Source: the Open Molecules 2025 dataset
Level of theory: ωB97M-V/def2-TZVPD

Structure (ORCA input):
```
! RIJCOSX wB97M-V def2-TZVPD def2/J DEFGRID3
* xyz 1 1
C 2.75 1.48 1.14
C 1.25 1.28 1.43
C 0.70 2.45 2.25
Si 0.78 -0.41 2.19
C 0.16 -1.53 0.79
C -0.50 -0.79 -0.38
C -0.78 -2.60 1.37
C 2.39 -1.17 2.90
C 2.97 -2.35 2.10
C 2.29 -1.53 4.39
C -0.60 -0.32 3.50
C -1.93 0.26 3.14
C -3.16 -0.39 3.08
H 2.87 2.38 0.52
H 3.32 1.64 2.07
H 3.20 0.64 0.60
H 0.73 1.27 0.46
H 1.07 3.39 1.83
H -0.39 2.48 2.22
H 1.02 2.40 3.30
H 1.07 -2.02 0.40
H -0.87 -1.53 -1.11
H -1.36 -0.19 -0.06
H 0.21 -0.14 -0.91
H -1.08 -3.28 0.57
H -0.28 -3.21 2.13
H -1.67 -2.14 1.81
H 3.09 -0.33 2.80
H 3.94 -2.62 2.54
H 2.32 -3.24 2.15
H 3.15 -2.10 1.05
H 3.28 -1.87 4.72
H 2.01 -0.67 5.00
H 1.58 -2.35 4.56
H -0.76 -1.33 3.90
H -0.15 0.26 4.31
H -1.90 1.35 3.09
H -3.78 -0.32 2.18
H -3.27 -1.32 3.65
F -8.17 3.04 0.79
C -6.89 2.73 1.13
C -5.85 3.37 0.47
C -4.55 3.08 0.88
C -4.32 2.19 1.93
C -5.38 1.54 2.63
C -5.17 0.66 3.77
C -6.29 0.33 4.56
C -6.45 -0.63 5.55
C -7.68 -0.84 6.27
C -8.90 -0.21 5.90
C -10.03 -0.45 6.66
F -11.21 0.14 6.29
C -10.04 -1.29 7.79
C -8.83 -1.91 8.13
C -7.68 -1.70 7.39
C -6.70 1.81 2.15
H -6.05 4.09 -0.32
H -3.69 3.54 0.39
H -3.30 1.96 2.20
H -4.14 0.54 4.23
H -7.18 0.96 4.47
H -5.61 -1.26 5.83
H -8.96 0.45 5.04
H -10.96 -1.44 8.35
H -8.81 -2.57 9.00
H -6.74 -2.17 7.68
H -7.56 1.29 2.59
*
```

Output
Electronic energy, a.u.: -1539.8624
HOMO energy, eV: -11.1
Kohn-Sham gap, eV: 5.24
Lowest unoccupied orbital energy, eV: -5.8
ΔE to the lowest compared entry with this formula, charge and spin, kcal/mol: 33.7

---

No. 3
Formula: C27H37N3O6S3Sc
Source: the Open Molecules 2025 dataset
Level of theory: ωB97M-V/def2-TZVPD

Structure (ORCA input):
```
! RIJCOSX wB97M-V def2-TZVPD def2/J DEFGRID3
* xyz 1 1
Sc -0.63 -0.36 0.06
C 2.29 -4.66 1.24
C 2.06 -3.17 1.48
C 2.60 -2.79 2.87
C 0.60 -2.81 1.31
C -0.17 -2.23 2.31
C -1.54 -2.04 2.15
C -2.20 -2.44 0.99
C -3.69 -2.35 0.86
C -1.42 -2.97 -0.04
C -0.05 -3.13 0.11
H 3.34 -4.91 1.37
H 2.00 -4.97 0.23
H 1.71 -5.26 1.95
H 2.62 -2.61 0.72
H 2.09 -3.37 3.65
H 2.47 -1.73 3.10
H 3.66 -3.02 2.92
H 0.29 -1.96 3.25
H -2.12 -1.65 2.98
H -3.97 -1.88 -0.08
H -4.13 -1.79 1.69
H -4.12 -3.36 0.87
H -1.90 -3.30 -0.95
H 0.51 -3.57 -0.71
C -0.32 -1.06 -5.47
C -0.26 -1.30 -3.99
N 0.67 -1.94 -3.41
O 1.63 -2.36 -4.31
C -1.38 -0.81 -3.12
C -2.73 -0.56 -3.72
N -1.14 -0.61 -1.89
O -2.13 -0.23 -1.05
H 0.68 -0.94 -5.87
H -0.92 -0.19 -5.72
H -0.76 -1.93 -5.98
H 2.28 -2.79 -3.75
H -3.05 -1.42 -4.31
H -2.70 0.31 -4.38
H -3.45 -0.36 -2.93
C -4.38 2.75 0.40
C -4.17 1.54 1.30
S -2.48 1.09 1.77
C -1.68 2.65 2.21
C -0.89 3.42 1.12
S -0.47 2.52 -0.40
C -1.22 3.52 -1.71
C -2.68 3.92 -1.54
S -3.81 2.53 -1.31
H -3.91 3.64 0.82
H -5.45 2.94 0.36
H -4.57 0.63 0.84
H -4.71 1.70 2.24
H -1.00 2.36 3.00
H -2.44 3.29 2.65
H 0.06 3.74 1.56
H -1.42 4.31 0.81
H -1.08 2.91 -2.60
H -0.60 4.41 -1.83
H -2.99 4.46 -2.44
H -2.81 4.61 -0.71
O 1.45 -0.44 -0.28
C 1.60 0.35 0.70
O 0.59 0.61 1.44
C 2.92 0.99 0.96
C 3.06 2.37 0.78
C 4.28 2.98 1.00
C 5.34 2.20 1.42
C 5.23 0.84 1.61
C 4.01 0.23 1.36
N 6.65 2.85 1.67
O 6.70 4.06 1.57
O 7.55 2.14 2.06
H 2.21 2.95 0.44
H 4.41 4.04 0.86
H 6.09 0.27 1.93
H 3.91 -0.84 1.48
*
```

Output
Electronic energy, a.u.: -3621.8348
HOMO energy, eV: -11.3
Kohn-Sham gap, eV: 8.72
Lowest unoccupied orbital energy, eV: -2.5
ΔE to the lowest compared entry with this formula, charge and spin, kcal/mol: 0.0

---

What did the first record say?
Formula: C27H37ClN6OPdSTe
Source: the Open Molecules 2025 dataset
Level of theory: ωB97M-V/def2-TZVPD

Structure (ORCA input):
```
! RIJCOSX wB97M-V def2-TZVPD def2/J DEFGRID3
* xyz 1 6
Pd 0.18 -0.19 0.32
Cl -0.10 -1.15 -2.43
C -0.94 -1.73 -1.02
H -0.66 -2.77 -0.83
H -2.01 -1.56 -1.13
C -0.78 2.94 1.40
C -1.08 2.63 -0.05
O -1.74 3.42 -0.77
N -0.64 1.52 -0.56
Te -1.32 1.82 -2.70
C -2.09 1.87 -4.82
C -3.42 2.20 -5.05
C -4.38 2.56 -3.96
C -3.86 2.24 -6.37
C -3.02 1.93 -7.43
C -3.50 1.95 -8.84
C -1.71 1.56 -7.15
C -1.23 1.51 -5.85
C 0.18 1.07 -5.58
C 0.22 3.24 -3.04
C -0.14 4.52 -3.47
C -1.56 4.92 -3.69
C 0.87 5.46 -3.67
C 2.20 5.16 -3.45
C 3.29 6.16 -3.67
C 2.53 3.88 -3.01
C 1.55 2.92 -2.80
C 1.97 1.57 -2.31
H -0.79 4.02 1.53
H 0.19 2.52 1.69
H -1.57 2.51 2.02
H -3.94 2.37 -2.97
H -5.30 1.99 -4.06
H -4.63 3.62 -4.03
H -4.89 2.52 -6.56
H -4.51 2.36 -8.91
H -3.51 0.94 -9.25
H -2.83 2.54 -9.46
H -1.05 1.29 -7.96
H 0.61 0.62 -6.47
H 0.19 0.34 -4.78
H 0.79 1.92 -5.29
H -2.20 4.44 -2.94
H -1.89 4.62 -4.68
H -1.67 6.00 -3.60
H 0.59 6.45 -3.99
H 2.89 7.12 -3.99
H 3.99 5.80 -4.42
H 3.84 6.31 -2.74
H 3.56 3.64 -2.83
H 3.06 1.50 -2.29
H 1.58 0.78 -2.95
H 1.60 1.41 -1.29
S -0.76 -0.96 2.37
C 0.51 0.05 2.74
N 1.37 0.75 3.09
C 6.00 1.29 -1.63
C 6.12 -0.21 -1.85
C 5.28 -0.68 -3.03
C 5.77 -0.99 -0.57
N 4.38 -0.87 -0.22
C 3.35 -1.70 -0.47
N 2.26 -1.13 -0.02
N 2.64 0.05 0.49
N 3.89 0.21 0.37
H 6.21 1.82 -2.56
H 6.70 1.63 -0.87
H 5.00 1.56 -1.31
H 7.17 -0.45 -2.06
H 4.23 -0.41 -2.91
H 5.35 -1.76 -3.16
H 5.64 -0.22 -3.95
H 6.35 -0.60 0.27
H 6.00 -2.05 -0.69
H 3.41 -2.65 -0.96
*
```

Output
<S²>: 8.79
Electronic energy, a.u.: -2708.6120
HOMO energy (alpha / beta), eV: -10.8 / -11.5
Kohn-Sham gap (alpha / beta), eV: 8.80 / 5.64
Lowest unoccupied orbital energy (alpha / beta), eV: -2.0 / -5.8

---

Which of these has the highest electronic energy?
C27H37F2Si